Entry 1:
Entry from the Open Molecules 2025 dataset: C4H9BO in the gas phase (ωB97M-V/def2-TZVPD).

frontier orbital gap: 0.35371 Eh
energy: -257.886556 hartree
largest force on an atom: 3.45 eV Å⁻¹
structure (SMILES): C=COB(C)C
energy relative to the best compared isomer or geometry (same formula, charge and spin): 24.2 kcal/mol

The geometry in XYZ format:
```
15
Properties=species:S:1:pos:R:3:forces:R:3:nbo_charge:R:1
C 3.0838 0.2231 0.4640 1.08 0.45 -0.80 -0.484
C 1.7904 -0.1110 0.4589 -0.09 1.13 -0.41 0.130
O 0.7629 0.8089 0.2196 -2.23 -2.08 -1.63 -0.701
B -0.6148 0.3054 -0.3319 2.46 0.85 1.88 1.056
C -0.9104 -1.2366 -0.3691 1.52 1.30 -2.10 -1.031
C -1.7079 1.3946 -0.3105 -1.06 1.76 -1.41 -1.046
H 3.8535 -0.5270 0.7297 -0.82 0.30 -0.20 0.205
H 3.5548 1.1730 0.0536 -1.21 -1.00 0.93 0.212
H 1.4992 -1.1421 0.6133 -0.17 0.05 0.37 0.169
H -0.0540 -1.6745 -0.9419 -0.75 -0.36 0.85 0.244
H -1.8460 -1.4931 -0.8263 -0.40 -0.07 -0.28 0.241
H -0.9524 -1.4559 0.6611 0.30 -0.96 1.32 0.252
H -1.4969 2.4355 -0.6942 0.28 -1.12 0.47 0.253
H -1.8881 1.5140 0.7346 0.15 0.31 1.26 0.263
H -2.7548 1.2134 -0.6508 0.95 -0.57 -0.27 0.238
```
Forces are in eV/Å.

=====

Entry 2:
Entry from the Open Molecules 2025 dataset: an isolated ion of composition C4H9BrNO and charge +1 (ωB97M-V/def2-TZVPD).

frontier orbital gap: 0.40578 Eh
energy: -2861.459425 hartree
largest force on an atom: 6.06 eV Å⁻¹
total charge: +1
structure (SMILES): C=CC[C@]([NH3+])(O)Br
energy relative to the best compared isomer or geometry (same formula, charge and spin): 49.5 kcal/mol

The geometry in XYZ format:
```
16
Properties=species:S:1:pos:R:3:forces:R:3:nbo_charge:R:1
C -1.2361 -1.7470 0.3473 -4.36 2.21 -1.93 -0.339
C -1.2460 -0.7309 -0.5189 1.46 -2.12 0.69 -0.228
C -0.0791 -0.1376 -1.1656 0.92 3.18 -0.05 -0.521
C 0.9292 0.4333 -0.1060 0.56 3.73 -1.75 0.331
N 0.2312 0.6022 1.1707 3.24 2.24 3.25 -0.798
O 1.2784 2.0699 -0.2878 -3.18 -4.25 2.92 -0.754
Br 2.5943 -0.4930 -0.0506 -0.36 0.06 0.36 0.176
H -2.2491 -2.0752 0.5784 0.48 -0.41 0.50 0.237
H -0.4332 -2.1147 0.8116 3.07 -1.76 1.49 0.196
H -2.1205 -0.3423 -0.8640 -2.66 0.64 -0.81 0.224
H -0.4486 0.7456 -1.8178 1.02 -1.47 0.89 0.274
H 0.4915 -0.8457 -1.7161 0.17 -0.46 -0.87 0.268
H -0.7182 0.2223 1.2138 0.05 -0.60 0.30 0.481
H 0.9013 0.5592 2.0326 -1.39 -1.74 -1.44 0.477
H 0.2464 1.6161 1.3485 -1.02 0.67 -1.15 0.484
H 1.8587 2.2378 -0.9762 1.99 0.09 -2.42 0.492
```
Forces are in eV/Å.

=====

Entry 3:
Entry from the Open Molecules 2025 dataset: a 2-piece molecular cluster, C4H9BrNO overall (ωB97M-V/def2-TZVPD).

frontier orbital gap: 0.34285 Eh
energy: -2861.480609 hartree
largest force on an atom: 6.47 eV Å⁻¹
total charge: +1
energy relative to the best compared isomer or geometry (same formula, charge and spin): 36.2 kcal/mol

The geometry in XYZ format:
```
16
Properties=species:S:1:pos:R:3:forces:R:3:nbo_charge:R:1
C -0.8758 1.9353 -1.1223 -0.65 -0.83 0.18 -0.338
C -0.1217 1.3343 -0.2359 1.40 -0.52 1.78 -0.215
C 0.8650 0.1781 -0.5608 1.00 5.33 -3.53 -0.654
C 1.0004 -0.7411 0.4807 0.53 -2.91 2.80 0.544
N -1.0660 -1.3158 0.4128 0.16 1.30 1.92 -0.946
O 1.0618 -0.3930 1.7794 -0.58 -0.44 -1.70 -0.637
Br 2.1877 -2.2345 0.0760 -1.14 0.43 0.18 0.172
H -1.6095 2.6576 -0.8822 -0.25 0.98 0.46 0.229
H -0.9975 1.5361 -2.0931 0.31 -0.25 -1.17 0.199
H -0.0543 1.6563 0.8384 -0.23 -0.09 -1.19 0.225
H 1.9287 0.7685 -0.7020 -2.09 -1.64 0.57 0.328
H 0.6669 -0.1785 -1.6320 0.35 -0.21 1.85 0.298
H -1.1597 -2.1197 1.0940 -0.31 0.95 -1.73 0.425
H -1.6163 -0.4613 0.7899 1.29 -1.91 -0.74 0.429
H -1.3177 -1.4168 -0.5726 -0.16 -0.77 0.57 0.420
H 1.1081 -1.2056 2.3296 0.35 0.57 -0.24 0.523
```
Forces are in eV/Å.

=====

Entry 4:
Entry from the Open Molecules 2025 dataset: a 2-piece molecular cluster, C4H9BrO3S overall (ωB97M-V/def2-TZVPD).

frontier orbital gap (spin up / spin down): 0.30272 / 0.25851 Eh
energy: -3355.621011 hartree
largest force on an atom: 1.69 eV Å⁻¹
energy relative to the best compared isomer or geometry (same formula, charge and spin): 46.4 kcal/mol

The geometry in XYZ format:
```
18
Properties=species:S:1:pos:R:3:forces:R:3:nbo_charge:R:1
C -2.1155 1.6163 0.7484 0.32 -0.12 -0.01 -0.624
C 2.5377 -1.6565 -0.3346 -0.80 0.04 -0.11 -0.820
C -0.7566 0.9475 0.4760 -0.48 -0.02 0.31 -0.030
C -0.7976 0.2834 -0.8593 1.05 -1.29 0.30 -0.272
O 0.3642 -3.1375 -0.9233 0.07 0.13 -0.33 -0.900
O 0.4008 -1.9534 1.2576 0.11 0.25 0.05 -0.921
O 0.3131 1.8379 0.6057 0.31 0.29 0.16 -0.699
S 0.6968 -1.9492 -0.1652 0.01 0.53 0.14 1.844
Br 0.1622 1.0107 -2.2708 -0.09 0.16 -0.29 0.112
H -2.3309 2.3513 -0.0250 -0.08 0.10 -0.08 0.202
H -2.9087 0.8735 0.7616 -0.10 -0.04 -0.02 0.219
H -2.0852 2.1149 1.7128 0.02 0.03 0.10 0.230
H 2.9200 -2.3750 -1.0489 -0.07 -0.09 -0.09 0.245
H 2.6890 -0.6417 -0.6841 -0.04 0.14 -0.03 0.242
H 2.9710 -1.7866 0.6485 -0.09 -0.06 0.18 0.250
H -0.5815 0.1686 1.2391 -0.11 0.13 -0.24 0.244
H -1.6628 -0.2910 -1.1478 -0.05 -0.11 -0.08 0.212
H 0.1840 2.5868 0.0093 0.01 -0.09 0.04 0.467
```
Forces are in eV/Å.

=====

Entry 5:
Entry from the Open Molecules 2025 dataset: C4H9Cl in the gas phase (ωB97M-V/def2-TZVPD).

frontier orbital gap: 0.41492 Eh
energy: -617.943362 hartree
largest force on an atom: 4.72 eV Å⁻¹
structure (SMILES): CC(C)(C)Cl
energy relative to the best compared isomer or geometry (same formula, charge and spin): 38.1 kcal/mol

The geometry in XYZ format:
```
14
Properties=species:S:1:pos:R:3:forces:R:3:nbo_charge:R:1
C 1.0978 -0.5807 0.7511 -0.21 1.37 2.22 -0.646
C 0.0720 0.0651 -0.2263 1.04 -0.22 1.63 0.009
C -0.5452 1.2340 0.4781 -1.39 1.73 -0.51 -0.642
C -0.8558 -0.9426 -1.0869 2.53 1.99 3.46 -0.638
Cl 1.2307 0.7132 -1.4051 0.42 0.79 -1.40 -0.087
H 1.7589 0.3038 1.1845 -1.64 -1.75 -0.53 0.222
H 0.6235 -1.1740 1.6105 0.69 0.78 -1.24 0.213
H 1.8463 -1.1139 0.2176 0.28 -1.15 -0.39 0.220
H -1.0779 1.8028 -0.3511 0.73 0.02 1.24 0.217
H -1.3616 0.8794 1.0945 -0.19 -0.23 0.40 0.214
H 0.1099 1.9048 1.1636 -0.82 -1.23 -1.66 0.231
H -1.1652 -0.2743 -1.8332 0.13 -0.12 -2.11 0.229
H 0.0142 -1.6020 -1.0232 -1.21 -1.23 -1.96 0.248
H -1.7474 -1.2156 -0.5741 -0.36 -0.75 0.84 0.210
```
Forces are in eV/Å.

=====

Entry 6:
Entry from the Open Molecules 2025 dataset: a 2-piece molecular cluster, C4H9Cl2 overall (ωB97M-V/def2-TZVPD).

<S²>: 0.7523
frontier orbital gap (spin up / spin down): 0.42574 / 0.23586 Eh
energy: -1078.122742 hartree
spin multiplicity: 2
largest force on an atom: 2.16 eV Å⁻¹
energy relative to the best compared isomer or geometry (same formula, charge and spin): 7.1 kcal/mol

The geometry in XYZ format:
```
15
Properties=species:S:1:pos:R:3:forces:R:3:nbo_charge:R:1
Cl 0.9765 -1.3124 -3.7829 0.00 0.01 0.03 -0.003
Cl 2.6508 0.2543 0.6604 1.85 -1.11 0.04 -0.027
C -1.2934 0.8032 0.1396 -0.22 0.18 0.05 -0.602
C -0.0103 0.0428 -0.1675 0.16 0.15 -0.16 -0.227
C -0.1374 -1.3963 0.3313 0.21 0.00 -0.01 -0.613
C 1.0909 0.9145 0.5029 -1.89 0.53 -0.66 -0.406
H -1.2515 1.8412 -0.2219 -0.09 -0.29 0.03 0.210
H -2.1898 0.3114 -0.2580 0.25 0.14 0.01 0.216
H -1.3731 0.8387 1.2318 -0.31 0.06 -0.09 0.200
H 0.1463 -0.0059 -1.2541 0.11 0.22 0.13 0.198
H 0.6477 -2.0533 -0.0509 0.10 0.18 0.17 0.220
H -0.1217 -1.4152 1.4190 0.04 -0.12 0.17 0.205
H -1.0839 -1.8402 0.0069 0.04 0.20 -0.01 0.212
H 0.7382 1.1651 1.4985 0.01 0.06 0.17 0.203
H 1.2106 1.8520 -0.0551 -0.27 -0.22 0.12 0.215
```
Forces are in eV/Å.